Computed, not measured: a molecular structure, C14H17N5O3S7V, with ωB97M-V/def2-TZVPD.

Structure (XYZ):
```
47
Properties=species:S:1:pos:R:3:forces:R:3:lowdin_spin:R:1
V 0.25428 -0.18703 0.43851 -0.3 -0.1 0.5 1.197
O -6.31936 -1.24754 -0.77187 0.1 0.1 0.0 0.000
C -5.17942 -0.91407 -0.59768 0.1 -0.2 0.0 0.000
S -3.92988 -0.94533 -1.85653 0.0 0.1 0.0 -0.001
C -2.60243 -0.38171 -0.85574 -0.2 0.0 0.0 0.002
C -2.87285 -0.13533 0.43909 -0.1 -0.1 -0.1 0.008
S -1.72587 0.45539 1.61276 0.4 0.1 -0.2 -0.019
S -4.52410 -0.40356 0.97334 0.0 0.0 0.0 0.000
S -1.04928 -0.15861 -1.62471 0.3 0.1 0.2 -0.002
O -1.88368 2.63025 -3.27813 0.1 -0.1 -0.1 0.000
C -1.62458 3.82862 -2.61040 0.0 0.0 0.0 0.000
N -0.37485 4.45943 -3.00812 0.1 -0.1 0.1 0.000
C 0.76693 4.68370 -2.29972 -0.2 0.0 -0.1 0.000
O 1.66013 5.39112 -2.72684 0.0 0.0 0.1 0.000
C 0.91270 4.01854 -0.96189 0.0 0.0 0.0 0.000
C 1.43479 4.71781 0.11940 0.0 0.0 -0.1 0.001
C 1.60757 4.05279 1.32066 0.0 0.0 0.1 0.000
C 1.26748 2.71349 1.39684 0.0 0.0 0.0 0.001
N 0.80796 2.02899 0.35018 -0.1 -0.6 0.1 0.000
C 0.63457 2.67374 -0.80349 0.0 0.1 0.1 0.002
H -1.50870 1.86221 -2.80996 -0.1 0.1 0.1 0.000
H -1.63127 3.71799 -1.52694 0.0 0.0 0.1 0.000
H -2.43341 4.50327 -2.88513 0.0 0.0 0.0 0.000
H -0.35831 4.89121 -3.92065 0.0 0.0 0.0 0.000
H 1.70062 5.76094 0.00552 0.0 0.0 0.0 0.000
H 1.99764 4.56011 2.19213 0.0 0.0 0.0 0.000
H 1.36966 2.15779 2.32001 0.0 0.0 0.0 0.000
H 0.26474 2.07989 -1.62588 0.0 0.0 0.0 0.000
S 3.13085 -0.09296 -0.26889 0.0 0.1 0.0 -0.005
C 2.62007 -0.54776 -1.78998 -0.3 -0.1 -0.1 0.005
N 2.38264 -1.79463 -2.18610 0.0 0.1 0.0 0.007
C 1.56100 -1.94472 -3.38545 0.0 -0.1 0.0 0.001
C 1.85662 -0.71680 -4.23567 0.0 0.0 0.0 0.001
S 2.23347 0.60194 -3.03788 0.1 0.0 -0.1 0.005
H 2.39080 -2.50640 -1.46584 0.0 0.0 0.0 -0.001
H 0.50676 -1.97369 -3.09900 0.0 0.0 0.0 0.000
H 1.82249 -2.86216 -3.90886 0.0 0.0 0.0 0.000
H 0.99922 -0.43049 -4.83894 0.0 0.0 0.0 0.000
H 2.72201 -0.86546 -4.87810 0.0 0.0 0.0 0.000
N 1.32817 -0.98770 2.37020 0.5 0.4 -0.2 -0.022
C 0.35440 -1.84924 1.89152 -0.6 0.0 -0.3 -0.085
N -0.60872 -2.26305 2.78892 0.0 0.1 0.2 -0.034
S 0.52726 -2.57884 0.37400 0.1 0.1 -0.2 -0.051
H 1.33056 -0.83227 3.36886 0.0 0.1 0.0 -0.002
H 2.24916 -1.13297 1.96922 0.0 -0.1 0.2 -0.003
H -0.95615 -1.51128 3.37780 0.0 0.0 -0.1 -0.004
H -1.39710 -2.69020 2.31712 0.1 0.0 0.0 -0.002
```
Forces are in eV/Å.

LUMO energy (alpha / beta): -0.458 / -0.273 eV
⟨S²⟩: 0.840
molar mass: 578.74 g mol⁻¹
maximum force: 0.7 eV Å⁻¹
E_tot: -129923.98439 eV
HOMO (alpha / beta): -7.2 / -7.2 eV
2S+1: 2
orbital gap (alpha / beta): 6.71 / 6.93 eV
energy above the lowest of the compared OMol25 structures with the same formula, charge and spin: 0.6219 eV


Computed, not measured: a molecular structure, C4H7NOS, with ωB97M-V/def2-TZVPD.

Structure (XYZ):
```
14
Properties=species:S:1:pos:R:3:forces:R:3:lowdin_charge:R:1
C 0.54991 1.16364 0.63772 1.7 0.3 -1.3 -0.065
C 0.60418 -0.19688 -0.02841 -3.6 0.4 0.1 -0.515
C -0.48458 -0.98145 -0.24336 -0.7 1.6 1.9 -0.087
C -1.89887 -0.66764 0.03533 2.2 -2.7 0.4 -1.049
H -0.04953 1.98921 -0.35827 1.6 -1.7 2.8 0.143
H 1.93513 1.55683 0.52107 -4.6 -0.7 1.2 0.194
H -0.17383 0.93326 1.68601 2.6 1.7 -3.0 0.186
H 1.74070 -1.57423 -0.83493 -0.2 -4.7 -1.5 0.040
H 2.69067 -0.31738 -0.36971 -2.9 -0.8 -0.3 0.155
H -0.31371 -2.01676 -0.31467 0.1 -1.2 -0.7 0.102
H -1.05808 1.62071 -0.10291 -3.3 -1.4 -1.2 0.014
N 1.67946 -0.68502 -0.59329 7.2 5.3 1.1 0.090
O -2.62422 -1.51660 0.47714 -1.1 -1.8 0.8 -0.028
S -2.59723 0.69232 -0.51173 0.9 5.7 -0.4 0.820
```
Forces are in eV/Å.

LUMO energy: -0.393 eV
molar mass: 117.17 g mol⁻¹
maximum force: 9.0 eV Å⁻¹
E_tot: -18627.68148 eV
HOMO: -8.2 eV
orbital gap: 7.83 eV
energy above the lowest of the compared OMol25 structures with the same formula, charge and spin: 6.8681 eV


Computed, not measured: 2 unconnected molecules or ions with the total composition C7H15N, with ωB97M-V/def2-TZVPD.

Structure (XYZ):
```
23
Properties=species:S:1:pos:R:3:forces:R:3:lowdin_charge:R:1
C -1.05423 0.83473 -1.85851 0.0 -0.4 0.0 -0.189
C -0.00981 1.61470 -2.08353 0.1 0.3 0.0 -0.194
C -0.02341 3.11277 -2.03475 0.2 -0.1 -0.2 -0.112
C -1.00706 -0.66387 -1.91368 0.0 -0.1 -0.1 -0.108
H -2.01432 1.28306 -1.62198 0.0 0.1 0.1 0.100
H 0.94598 1.16508 -2.33410 0.0 -0.1 0.0 0.100
H 0.76472 3.48471 -1.37970 -0.1 0.0 0.2 0.067
H 0.21119 3.52994 -3.01715 -0.1 0.0 -0.1 0.070
H -0.98869 3.49091 -1.70947 0.0 0.1 0.0 0.068
H -0.09053 -1.01021 -2.39321 0.0 0.0 0.0 0.073
H -1.85592 -1.07659 -2.46240 0.0 0.1 -0.1 0.070
H -1.04905 -1.11302 -0.92195 0.0 0.0 0.1 0.044
C 2.07515 -2.02888 2.26241 -0.1 0.2 0.0 -0.110
C 1.13029 -0.94854 1.76266 -0.1 -0.1 0.3 -0.310
C -1.14620 -0.50160 1.85822 -0.1 0.0 0.1 -0.088
N -0.26333 -1.39657 1.83546 0.1 0.0 -0.2 -0.037
H 3.10640 -1.68672 2.18852 0.1 -0.1 -0.1 0.067
H 1.86886 -2.24529 3.30837 0.0 -0.1 0.1 0.067
H 1.94821 -2.94592 1.69205 0.0 0.0 0.0 0.068
H 1.34516 -0.70820 0.72114 0.0 0.0 -0.1 0.105
H 1.26384 -0.03415 2.35307 0.0 0.1 -0.1 0.105
H -0.91649 0.56891 1.86566 0.0 0.1 0.0 0.077
H -2.19635 -0.78498 1.86875 0.0 0.0 0.0 0.067
```
Forces are in eV/Å.

LUMO energy: 1.100 eV
molar mass: 113.20 g mol⁻¹
maximum force: 0.4 eV Å⁻¹
structure (SMILES): C/C=C/C.C=NCC
E_tot: -8990.98936 eV
HOMO: -9.2 eV
orbital gap: 10.31 eV
energy above the lowest of the compared OMol25 structures with the same formula, charge and spin: 1.5005 eV


Computed, not measured: a molecular structure, C22H49N2OP3ReS, with ωB97M-V/def2-TZVPD.

Structure (XYZ):
```
79
Properties=species:S:1:pos:R:3:forces:R:3:lowdin_spin:R:1
Re -0.89506 -1.14877 -1.59684 3.4 -2.3 3.1 1.638
P 1.62609 -0.91507 -0.42662 1.6 -0.9 0.5 -0.010
P 0.18519 0.74005 2.48441 0.0 0.2 0.4 0.008
P 0.04864 0.20154 -3.15723 1.1 1.8 -2.8 0.047
H -1.55754 1.38521 -1.27917 -0.2 -0.3 -0.5 0.024
C -2.01400 0.52074 -1.79074 -3.4 1.9 0.9 0.039
C -2.60354 -0.46027 -0.85104 -2.5 3.3 -1.2 0.027
H -2.74640 -0.09964 0.16863 0.7 -0.6 0.1 0.009
C 2.89549 0.43302 -0.15217 -0.7 0.8 -0.4 -0.001
C 2.04170 -1.86674 1.11150 -0.8 -0.4 0.2 -0.005
C 2.61693 -1.95775 -1.58299 -0.4 0.0 -0.3 0.009
C -1.43593 1.22742 3.20573 -0.5 -0.1 -0.2 0.005
C 0.83199 -0.21939 3.92149 0.2 -0.5 -0.1 0.002
C 1.14259 2.30773 2.68308 0.1 0.1 -0.2 0.002
C -0.71242 1.19186 -4.51875 -0.4 -0.2 0.6 0.008
C -0.01976 -1.51405 -3.85517 0.4 -0.3 -0.7 0.059
C 1.71697 0.98377 -3.30824 0.1 -0.5 0.4 -0.001
H -2.69283 0.82561 -2.61438 1.0 -0.3 0.1 0.016
H -3.52750 -0.96379 -1.18933 0.5 -0.1 0.0 0.009
H 3.88318 -0.02957 0.00091 -0.5 -0.2 -0.1 0.000
H 2.65752 1.02695 0.73908 -0.1 -0.2 -0.3 0.000
H 2.96973 1.10984 -1.00864 0.1 -0.1 0.3 0.000
H 2.73580 -2.68184 0.86453 -0.2 0.2 -0.2 0.000
H 1.15033 -2.31107 1.56961 0.3 0.2 0.0 0.000
H 2.54762 -1.22197 1.84150 -0.3 0.0 -0.3 -0.001
H 3.65193 -2.00029 -1.21488 -0.3 0.0 -0.2 0.001
H 2.60665 -1.55030 -2.59885 0.2 -0.3 0.2 0.000
H 2.19948 -2.97269 -1.59669 0.2 0.1 -0.1 0.001
H -1.50935 0.88241 4.24811 -0.1 0.3 -0.4 0.000
H -2.23427 0.74860 2.61964 0.0 0.2 0.3 0.000
H -1.57142 2.31641 3.15662 -0.1 -0.4 0.1 0.003
H 1.63149 0.34498 4.41374 -0.2 -0.2 0.0 0.000
H 1.23447 -1.17815 3.57407 0.0 0.2 0.4 0.000
H 0.02919 -0.42267 4.64104 0.3 0.1 -0.2 0.000
H 0.50670 3.09050 3.11450 0.3 -0.1 0.0 0.000
H 1.50184 2.64563 1.70316 0.1 0.1 0.2 0.000
H 2.00901 2.12428 3.33172 -0.2 0.3 -0.2 0.000
H 0.01980 1.26678 -5.33971 -0.3 -0.1 0.4 0.002
H -0.91145 2.19879 -4.12282 0.0 -0.2 -0.3 0.000
H -1.63916 0.73266 -4.88297 0.1 0.2 0.1 0.000
H 0.83971 -1.39250 -4.53940 0.0 -0.5 0.1 0.014
H -0.90974 -1.71593 -4.47316 0.3 0.1 0.3 0.005
H 0.25418 -2.38092 -3.20335 0.0 0.2 -0.4 0.009
H 1.84154 1.29505 -4.35793 0.0 -0.2 0.5 -0.001
H 2.53535 0.30974 -3.02719 -0.2 0.5 -0.1 0.000
H 1.72152 1.88458 -2.67082 0.0 -0.3 -0.2 0.001
C -0.89673 4.95437 0.55611 -0.5 -0.9 0.1 0.217
C 0.17064 5.29081 -0.30120 1.0 1.1 -0.3 0.067
C 0.69637 6.58040 -0.24616 0.1 -1.8 -0.9 0.065
C 0.19288 7.49587 0.68926 0.3 0.6 0.2 0.250
C -0.79841 7.13439 1.60192 -1.1 -1.0 0.5 0.038
C -1.37891 5.86427 1.50488 -0.4 1.8 0.8 0.088
S -1.55413 3.31409 0.56754 0.5 1.6 0.1 0.232
H -0.28575 2.97058 0.39729 0.3 -1.0 -0.4 0.011
H 0.54872 4.53136 -0.99019 0.0 0.5 0.1 0.000
H 1.50665 6.86984 -0.92177 -0.3 -0.1 0.3 0.000
H 0.60726 8.49954 0.72862 0.0 -0.1 0.0 0.009
H -1.10693 7.84963 2.37219 0.0 -0.4 -0.3 -0.001
H -2.19150 5.54338 2.15985 0.3 0.3 -0.1 0.001
C -1.77850 -3.73836 -1.76843 -0.1 -1.0 0.6 0.025
N -0.91512 -4.04190 -0.61902 0.0 1.1 -0.1 0.032
C 0.07015 -5.10507 -0.74405 0.2 -0.6 0.2 0.001
C -1.08375 -3.24520 0.46957 0.7 -0.5 2.1 0.008
O -1.44010 -2.03904 0.24026 0.6 -0.1 -0.1 0.024
N -0.88695 -3.57119 1.77508 -0.9 0.3 -2.7 -0.007
C -0.68638 -4.93840 2.19330 0.2 -1.1 0.2 0.000
C -1.47216 -2.67187 2.76569 0.0 0.6 0.7 0.000
H -2.73691 -4.25470 -1.62123 -0.1 0.4 -0.3 0.003
H -1.31822 -4.13651 -2.67142 -0.1 0.3 -0.1 0.000
H -2.12196 -2.65031 -1.85075 -0.2 -0.7 -0.3 0.013
H 1.00345 -4.82448 -0.23034 -0.4 -0.2 -0.2 0.000
H -0.32806 -6.04351 -0.33035 0.4 0.2 -0.4 0.001
H 0.27294 -5.20961 -1.81399 0.1 -0.3 0.3 0.000
H -0.86678 -4.97248 3.26557 0.0 -0.2 -0.1 0.000
H -1.37581 -5.63553 1.69879 0.1 0.2 0.2 0.000
H 0.34595 -5.25573 2.01137 -0.2 0.0 0.1 0.000
H -1.32749 -1.62272 2.47451 0.0 -0.5 0.1 0.000
H -2.55294 -2.86172 2.88837 0.4 0.0 -0.1 0.000
H -0.96376 -2.87098 3.71473 -0.2 0.2 -0.2 0.000
```
Forces are in eV/Å.

LUMO energy (alpha / beta): -13.643 / -14.013 eV
⟨S²⟩: 3.794
molar mass: 668.84 g mol⁻¹
net charge: +4
maximum force: 5.2 eV Å⁻¹
E_tot: -69422.32928 eV
HOMO (alpha / beta): -18.7 / -18.7 eV
2S+1: 4
orbital gap (alpha / beta): 5.06 / 4.67 eV
energy above the lowest of the compared OMol25 structures with the same formula, charge and spin: 4.4880 eV